No. 1
Computed, not measured: a molecular structure, C26H31FN4O at a distorted geometry, with ωB97M-V with the def2-TZVPD basis set.

Element x y z (Å)
C1 -8.024590 -1.913359 0.649769
C2 -6.750295 -2.895746 0.564774
H1 -7.067608 -3.765647 0.923599
H2 -6.487189 -3.063270 -0.478100
C3 -5.728250 -2.556299 1.292048
N1 -5.230004 -1.255037 0.984227
C4 -4.386526 -1.149723 0.079995
C5 -4.090701 0.359316 -0.338682
C6 -4.917047 0.948019 0.685231
N2 -5.486247 -0.040567 1.450071
H3 -5.036988 2.161161 1.039378
C7 -3.273841 1.114357 -1.296533
N3 -1.798693 0.289735 -1.238420
C8 -1.151236 0.738467 0.193483
C9 -0.732309 2.077302 0.296580
H4 -1.669245 2.711764 0.590010
H5 -0.196887 1.976805 1.451966
C10 0.174241 2.529244 -0.612359
C11 1.675909 1.995661 -0.680294
O1 1.964449 1.176444 -1.340835
N4 2.216546 2.242447 0.414934
C12 3.406009 1.920887 1.093754
C13 4.055451 2.554008 2.124915
C14 5.241206 2.110976 2.710830
C15 6.020059 1.239322 1.652538
C16 5.578316 0.466184 0.757579
C17 4.254665 0.642504 0.292230
H6 3.855895 0.501950 -0.598358
C18 6.169532 -0.648334 0.185744
C19 7.005937 -1.592971 0.873249
C20 7.685675 -2.421726 0.078089
C21 7.662433 -2.636802 -1.378155
C22 7.005316 -1.631543 -1.949583
C23 6.235936 -0.812650 -1.339754
H7 5.678056 -0.018577 -1.886592
H8 7.016700 -1.508663 -3.011382
H9 8.284494 -3.384191 -1.911530
F1 8.365408 -3.425538 1.112732
H10 6.955584 -1.500730 1.897169
H11 6.886481 0.922489 2.349423
H12 5.797113 2.468960 3.569591
H13 3.364124 3.286921 2.815415
H14 1.733150 2.894152 1.134894
C24 -0.501943 2.211924 -2.028362
C25 -1.050826 0.967432 -2.267582
H15 -1.314873 0.722995 -3.158767
H16 0.004133 0.132376 -2.155500
H17 0.395665 2.413487 -2.812334
H18 -1.265690 3.135310 -2.265504
H19 0.263522 3.724947 -0.514120
H20 -1.834189 0.376256 0.892938
H21 -0.272714 0.035599 0.121168
H22 -3.027097 2.166319 -1.114668
H23 -3.466052 0.751974 -2.113499
C26 -3.593159 -2.216089 -0.739000
H24 -3.398528 -2.877348 0.011541
H25 -2.840707 -1.851774 -1.430143
H26 -4.492271 -2.515904 -1.547588
H27 -4.946228 -3.047309 1.543588
H28 -5.981670 -2.158092 2.735765
H29 -7.687513 -1.001910 0.146763
H30 -8.811132 -2.271638 -0.009447
H31 -8.439741 -1.806252 1.501123

Cartesian forces (eV/Å) of the 6 atoms listed first:
C 4.065 -1.345 -7.588
C -7.904 0.497 -5.029
H -1.563 -4.160 1.111
H -0.019 0.117 -0.282
C 1.307 8.647 9.782
N 0.432 2.222 0.710

Results
Total charge: 0
HOMO level in Eh: -0.2789
DFT total energy in hartree: -1402.6929
Multiplicity: 1
Energy above the lowest of the compared OMol25 structures with the same formula, charge and spin in kJ/mol: 2173.5

Here are the Löwdin charges for atoms 1 to 8, given in e: -0.006, -0.237, 0.083, 0.133, -0.218, -0.174, -0.229, -0.129

***

No. 2
Computed, not measured: C3H5N in the gas phase at a distorted geometry, with ωB97M-V with the def2-TZVPD basis set.

Element x y z (Å)
C1 1.245702 0.053891 0.023829
C2 -0.110780 -0.346820 -0.499915
C3 -1.219880 -0.043524 0.376234
N1 0.113777 0.956214 0.131960
H1 1.963078 0.252773 -0.766916
H2 1.630893 -0.379997 0.942193
H3 -0.252420 -0.368790 -1.574478
H4 -2.175602 0.250244 -0.037618
H5 -1.194770 -0.373991 1.404710

Cartesian forces (eV/Å) of the 6 atoms listed first:
C -2.220 -1.706 1.578
C 0.391 -0.369 -1.981
C 3.560 -0.036 1.421
N -1.767 1.919 -0.903
H -0.129 0.385 0.158
H 0.114 -0.171 -0.083

Results
Total charge: 0
HOMO level in Eh: -0.3268
DFT total energy in hartree: -171.9302
Multiplicity: 1
Energy above the lowest of the compared OMol25 structures with the same formula, charge and spin in kJ/mol: 327.7

Here are the Löwdin charges for atoms 1 to 8, given in e: -0.139, -0.307, 0.001, -0.029, 0.101, 0.088, 0.110, 0.094

***

No. 3
Computed, not measured: a molecular structure, C10H24F30LiN5O32S10 at a distorted geometry, with ωB97M-V with the def2-TZVPD basis set.

Element x y z (Å)
Li1 12.762770 7.306760 -6.883810
C1 3.956480 9.992830 -8.719890
F1 4.081730 8.867460 -7.923520
F2 2.690450 10.231740 -8.955380
F3 4.438040 11.005220 -8.030290
S1 4.924990 9.844470 -10.427770
O1 5.825640 8.658420 -10.440730
O2 3.846750 9.698750 -11.375570
N1 5.542680 11.450280 -10.519900
S2 6.949020 11.268950 -10.040330
O3 7.122230 10.683380 -8.669810
O4 7.790320 10.686440 -11.055610
C2 7.570120 13.033090 -9.759790
F4 7.333730 13.422090 -8.483270
F5 8.792420 13.181540 -9.960920
F6 7.015650 13.890890 -10.611690
C3 12.263670 9.536290 -3.798890
F7 11.869670 10.214580 -2.660740
F8 12.510480 10.348360 -4.815430
F9 13.323730 8.798740 -3.641320
S3 10.960430 8.237920 -4.440530
O5 11.331660 6.904670 -3.949490
O6 9.662790 8.616050 -3.900450
N2 11.198270 8.160760 -6.187660
S4 10.035480 8.917410 -6.800090
O7 8.814320 8.073740 -6.901740
O8 9.938560 10.232270 -6.197910
C4 10.693040 9.272560 -8.585730
F10 10.049360 10.317900 -9.100250
F11 11.955330 9.663490 -8.369210
F12 10.549640 8.244220 -9.469460
C5 14.128010 15.246760 -3.601780
F13 15.240800 15.402000 -2.897220
F14 13.178810 15.502860 -2.725510
F15 14.038790 16.030100 -4.676360
S5 13.969460 13.395880 -4.038730
O9 15.261610 12.939710 -4.546890
O10 13.547610 12.708010 -2.822930
N3 12.674390 13.407660 -5.197790
S6 13.343650 13.104040 -6.553580
O11 14.451470 13.997460 -6.965940
O12 13.503350 11.703050 -6.750970
C6 11.966310 13.548110 -7.869840
F16 12.563600 13.462010 -9.067320
F17 11.021810 12.575400 -7.873080
F18 11.354830 14.817710 -7.733070
C7 8.281440 6.240370 3.892440
F19 7.743510 7.120230 4.748200
F20 8.817530 5.189680 4.571970
F21 7.384750 5.719850 3.092870
S7 9.750230 7.043170 2.747270
O13 9.891150 8.425900 3.297430
O14 10.960820 6.209770 2.866860
N4 9.225600 6.750660 1.072230
S8 8.313930 7.977680 0.723930
O15 7.675920 7.721010 -0.537970
O16 7.478400 8.434350 1.825690
C8 9.646080 9.304150 0.399400
F22 9.349290 10.382630 1.124980
F23 10.920270 8.941230 0.607020
F24 9.559260 9.642610 -0.915990
C9 17.196050 13.938530 -11.469330
F25 17.867720 15.001070 -11.015530
F26 16.866390 14.199930 -12.768060
F27 17.940290 12.861630 -11.401620
S9 15.631660 13.648970 -10.337490
O17 16.047400 12.881400 -9.114190
O18 15.035400 14.967770 -10.022700
N5 14.536770 12.829410 -11.434490
S10 14.299690 11.335310 -10.936000
O19 15.315280 10.449870 -11.509500
O20 14.048980 11.116900 -9.538910
C10 12.626550 10.981090 -11.857910
F28 11.612780 11.823360 -11.375100
F29 12.716330 11.180670 -13.277920
F30 12.315610 9.701920 -11.704650
O21 13.713950 6.169330 -5.407340
H1 13.219900 6.125970 -4.588640
H2 14.628100 6.240310 -5.132510
O22 8.734950 7.495530 -11.361380
H3 9.282750 7.517030 -10.576730
H4 8.632240 8.414800 -11.607610
O23 10.255640 13.035210 -2.881620
H5 10.447140 12.210940 -2.434260
H6 9.931340 13.613330 -2.191090
O24 9.357850 12.634930 -5.677550
H7 8.511280 12.726450 -6.114790
H8 9.578890 11.708610 -5.774050
O25 6.990960 7.588960 -3.475000
H9 6.787220 7.947980 -2.611390
H10 7.926210 7.757090 -3.590250
O26 14.254040 8.765830 -7.185370
H11 13.808590 9.612970 -7.198120
H12 15.144880 8.967410 -6.899010
O27 11.887490 3.856180 -4.944490
H13 12.249580 4.192590 -5.764220
H14 11.312810 4.554730 -4.631430
O28 7.013130 6.402820 -7.413950
H15 6.997300 5.717050 -6.746340
H16 7.756410 6.955570 -7.172620
O29 13.944930 5.989700 -2.062350
H17 14.135340 6.778570 -2.569950
H18 14.803190 5.603130 -1.888630
O30 12.182720 6.207610 -8.587260
H19 12.915570 5.898360 -9.119740
H20 11.404650 5.868320 -9.029660
O31 9.651450 5.285090 -6.143180
H21 10.079540 6.136230 -6.050810
H22 9.026260 5.251070 -5.419150
O32 15.850580 7.544070 -3.883220
H23 16.183550 6.792980 -3.392070
H24 16.084600 8.303030 -3.348950

Cartesian forces (eV/Å) of the 6 atoms listed first:
Li 0.802 -0.041 -0.116
C 2.225 -1.252 0.599
F -0.393 1.266 -1.432
F -1.004 -0.216 -0.237
F -0.037 0.270 0.276
S -0.009 -1.841 -0.361

Results
Total charge: -4
HOMO level in Eh: -0.0481
DFT total energy in hartree: -10062.1531
Multiplicity: 1
Energy above the lowest of the compared OMol25 structures with the same formula, charge and spin in kJ/mol: 133.5

Here are the Löwdin charges for atoms 1 to 8, given in e: 0.639, -0.628, 0.094, 0.131, 0.124, 0.703, -0.308, -0.352

***

No. 4
Computed, not measured: 2 unconnected molecules or ions with the total composition C3H9NS2 at a distorted geometry, with ωB97M-V with the def2-TZVPD basis set.

Element x y z (Å)
C1 2.956216 -0.742582 -1.404755
C2 1.755896 -0.292109 -0.881535
N1 1.569520 0.992639 -0.354197
H1 3.902977 -0.221555 -1.284346
H2 3.124886 -1.765679 -1.752619
H3 0.823452 -0.854315 -0.992727
H4 2.389791 1.358222 0.108375
H5 0.721578 1.087765 0.192234
C3 -3.169328 0.768885 0.929262
S1 -1.900846 0.015350 -0.151985
S2 -1.459077 -1.781036 0.790293
H6 -3.860695 0.035685 1.394606
H7 -3.816573 1.387750 0.276000
H8 -2.708089 1.422277 1.685676
H9 -0.329707 -1.411295 1.445718

Cartesian forces (eV/Å) of the 6 atoms listed first:
C -1.544 -0.102 1.332
C 2.042 -0.263 -1.401
N -0.013 -0.608 0.127
H -0.340 0.430 0.039
H -0.666 0.376 -0.030
H 0.466 -0.006 0.029

Results
Total charge: 0
HOMO level in Eh: -0.2962
DFT total energy in hartree: -970.7953
Multiplicity: 1
Energy above the lowest of the compared OMol25 structures with the same formula, charge and spin in kJ/mol: 95.7

Here are the Löwdin charges for atoms 1 to 8, given in e: -0.034, -0.296, 0.020, 0.031, 0.031, 0.055, 0.082, 0.025